{"formula": "C23H21Cl2CrF3N4O", "method": "the ωB97M-V functional and the def2-TZVPD basis", "fmax_ha_per_bohr": 0.0250, "e_homo_ev": [-7.3, -7.5], "mol_weight_g_mol": 549.344, "orbital_gap_ev": [7.09, 7.17], "spin_multiplicity": 5, "relative_energy_kj_mol": 0.0, "elements": ["C", "C", "C", "H", "H", "C", "H", "H", "C", "H", "H", "C", "C", "H", "C", "C", "H", "N", "H", "C", "C", "N", "F", "C", "Cl", "H", "C", "Cl", "H", "H", "H", "C", "H", "C", "C", "H", "H", "F", "C", "C", "N", "C", "H", "H", "O", "N", "C", "C", "H", "C", "C", "H", "Cr", "H", "F"], "positions_angstrom": [[2.098, 2.955, 2.649], [3.731, 4.739, 2.664], [1.812, -1.609, -4.931], [-3.291, -2.890, 3.544], [-3.001, -0.292, -0.961], [-1.514, -4.143, -4.396], [3.304, 3.454, -0.418], [-3.100, -4.559, -3.025], [1.010, -1.412, -3.809], [-0.790, -2.427, 0.688], [-2.388, -2.826, -1.404], [0.482, -3.405, -5.800], [2.253, 2.775, 1.258], [1.452, 2.294, 3.185], [-1.933, -0.991, 1.310], [2.816, 3.942, 3.343], [-1.793, -4.907, -5.113], [-0.811, -2.166, -2.550], [-4.132, 1.037, 2.293], [-1.865, -2.956, -2.340], [-0.779, -2.166, 3.063], [-1.145, -1.513, 0.377], [5.325, 5.299, 4.335], [1.569, -2.600, -5.905], [3.095, -0.524, -5.237], [4.636, 5.113, 0.794], [3.170, 3.575, 0.621], [0.222, -4.608, -7.031], [-3.852, 1.144, -0.331], [2.656, 4.043, 4.412], [-0.803, -2.099, 4.147], [4.496, 5.798, 3.393], [-2.813, 2.084, 1.735], [-3.192, -1.822, 3.282], [0.984, 0.858, -0.055], [-3.264, -1.190, 4.185], [-0.713, -3.212, 2.767], [5.263, 6.545, 2.572], [-2.236, -3.949, -3.242], [1.548, 1.752, 0.561], [-2.710, 0.085, 1.050], [-2.912, 0.571, -0.297], [0.085, -1.622, 2.691], [-2.109, 1.247, -0.588], [1.193, -0.479, -2.938], [-1.973, -1.539, 2.558], [3.921, 4.516, 1.314], [-0.356, -3.339, -4.643], [2.268, -2.662, -6.709], [-3.055, 1.078, 2.076], [-0.073, -2.342, -3.687], [-2.499, 0.905, 2.985], [0.095, -0.626, -1.167], [-4.082, -1.594, 2.680], [3.701, 6.662, 4.046]], "mulliken_spin": [0.0169, 0.0090, 0.0140, 0.0001, -0.0011, 0.0120, 0.0016, -0.0002, -0.0349, 0.0200, 0.0059, 0.0070, -0.0317, 0.0010, 0.0290, -0.0056, 0.0010, -0.0562, -0.0001, 0.0439, 0.0005, -0.1172, 0.0003, -0.0043, 0.0010, 0.0000, 0.0154, 0.0006, 0.0040, -0.0002, 0.0000, -0.0003, -0.0009, 0.0005, -0.2398, -0.0003, 0.0004, 0.0001, 0.0008, 0.1404, -0.0073, 0.0431, 0.0037, -0.0206, -0.0608, 0.0003, -0.0050, 0.0009, -0.0002, 0.0007, 0.0565, 0.0002, 4.1559, -0.0001, 0.0003]}

{"formula": "H20O10", "method": "the ωB97M-V functional and the def2-TZVPD basis", "fmax_ha_per_bohr": 0.0568, "e_homo_ev": -10.4, "mol_weight_g_mol": 180.150, "orbital_gap_ev": 10.18, "relative_energy_kj_mol": 294.2, "smiles": "O.O.O.O.O.O.O.O.O.O", "elements": ["H", "O", "H", "H", "H", "H", "H", "H", "O", "H", "H", "O", "H", "O", "H", "O", "O", "H", "O", "H", "H", "H", "H", "O", "H", "H", "H", "O", "H", "O"], "positions_angstrom": [[1.327, 0.393, -2.572], [3.393, -0.403, 2.170], [-2.134, -1.064, -2.143], [0.123, 0.095, -0.787], [-1.538, -1.379, 0.545], [-0.818, 2.214, -2.539], [0.291, -1.522, 2.424], [-2.296, 1.874, -0.811], [0.674, 0.939, 1.996], [1.141, 1.804, -2.279], [1.822, -1.518, 2.189], [0.695, 0.976, -2.144], [2.872, -2.794, 0.090], [1.033, -2.066, 2.083], [3.119, -0.460, 3.101], [-2.035, -0.170, -2.431], [0.091, -0.553, -0.097], [-2.427, 0.685, 0.079], [-1.529, 2.798, -2.198], [0.330, -0.049, 0.658], [0.348, 1.860, 1.936], [0.020, 0.604, 2.654], [-3.052, -1.631, 0.823], [-2.516, 1.604, 0.067], [-2.012, 2.972, -2.974], [1.669, -1.845, -0.133], [2.746, 0.156, 1.748], [-2.318, -1.133, 1.071], [-1.258, 0.119, -2.018], [2.237, -2.504, -0.509]], "mulliken_charge": [0.2617, -0.7042, 0.3351, 0.2936, 0.3026, 0.2964, 0.2587, 0.4210, -0.6696, 0.2884, 0.3193, -0.6663, 0.3108, -0.6076, 0.3525, -0.6044, -0.3902, 0.3408, -0.6328, 0.3780, 0.2948, 0.3193, 0.2691, -0.6422, 0.3391, 0.3668, 0.3416, -0.6784, 0.1384, -0.6323]}

{"formula": "C19H32BrIN3O2PZr", "method": "the ωB97M-V functional and the def2-TZVPD basis", "fmax_ha_per_bohr": 0.0923, "e_homo_ev": -13.4, "mol_weight_g_mol": 663.490, "orbital_gap_ev": 5.91, "total_charge": 2, "relative_energy_kj_mol": 187.5, "elements": ["H", "Zr", "H", "H", "H", "H", "H", "O", "C", "H", "C", "H", "N", "H", "H", "C", "C", "N", "C", "C", "H", "H", "H", "C", "H", "H", "H", "H", "H", "C", "C", "C", "H", "H", "H", "H", "H", "C", "H", "H", "H", "H", "C", "H", "H", "H", "O", "C", "H", "C", "N", "Br", "I", "C", "C", "C", "C", "H", "P", "C"], "positions_angstrom": [[10.627, 13.463, 6.265], [8.487, 14.801, 8.833], [8.420, 7.729, 5.559], [5.513, 17.647, 10.815], [6.697, 8.667, 7.236], [9.498, 14.530, 10.427], [6.718, 13.261, 6.378], [7.228, 15.685, 10.272], [10.949, 9.982, 7.778], [11.893, 10.575, 7.785], [5.245, 12.294, 9.830], [10.179, 7.772, 9.663], [9.722, 16.489, 6.322], [9.163, 17.281, 6.718], [8.264, 8.977, 10.808], [4.513, 11.935, 8.676], [9.945, 10.423, 8.797], [9.607, 15.271, 6.854], [5.974, 17.696, 9.737], [6.391, 12.962, 9.664], [8.378, 10.251, 5.462], [4.787, 12.187, 10.811], [6.884, 9.308, 5.192], [11.058, 15.317, 5.140], [6.372, 18.688, 9.666], [4.383, 11.803, 6.652], [9.277, 6.744, 10.670], [9.493, 7.683, 6.908], [6.956, 10.799, 6.090], [10.564, 16.575, 5.317], [7.471, 9.871, 5.905], [9.236, 7.344, 9.752], [10.719, 17.452, 4.717], [10.514, 10.178, 6.804], [9.124, 6.678, 8.927], [10.937, 12.314, 8.962], [11.291, 8.885, 7.815], [5.075, 12.178, 7.401], [6.549, 7.311, 8.938], [6.896, 13.240, 10.550], [9.695, 12.160, 7.692], [5.103, 17.598, 9.088], [8.432, 7.719, 6.662], [9.255, 12.409, 9.519], [5.855, 8.693, 9.709], [6.362, 7.441, 10.718], [7.727, 16.803, 8.518], [9.965, 12.013, 8.737], [10.192, 10.119, 9.878], [6.997, 16.695, 9.588], [6.984, 13.220, 8.479], [2.994, 10.938, 8.748], [12.482, 14.610, 3.773], [6.658, 7.918, 9.842], [8.179, 8.448, 9.885], [10.490, 14.516, 6.130], [6.306, 12.814, 7.323], [7.931, 6.764, 6.877], [8.171, 9.928, 8.664], [7.739, 8.989, 7.143]], "mulliken_charge": [0.5842, 1.1018, 0.4709, 0.3390, 0.2106, 0.0572, 0.2972, -0.5564, -1.5149, 0.4106, -0.8774, 0.4078, -0.2105, 0.1927, 0.5531, 0.2685, 0.0406, -0.1402, -1.1189, 0.1576, 0.3777, 0.5281, 0.5661, -0.7506, 0.3648, 0.4736, 0.4133, 0.2885, 0.0768, 0.0052, -1.7531, -1.4189, 0.4963, 0.3216, 0.2489, 0.8186, 0.2370, -0.2770, 0.2631, 0.5444, 0.1963, 0.3092, -1.6997, -0.0166, 0.2239, 0.4761, -0.6667, -1.0019, 0.6300, 1.2326, 0.2381, 0.0177, 0.2344, -1.3180, 0.0560, -0.3815, -0.6827, 0.3058, 0.5640, 0.7857]}

{"formula": "C21H44O13", "method": "the ωB97M-V functional and the def2-TZVPD basis", "fmax_ha_per_bohr": 0.0624, "e_homo_ev": -9.7, "mol_weight_g_mol": 504.570, "orbital_gap_ev": 10.11, "relative_energy_kj_mol": 45.5, "smiles": "O=C1CCCO1.O=C1CCCO1.O=C1CCCO1.O=C1CCCO1.CO.CO.CO.CO.CO", "elements": ["H", "H", "H", "H", "O", "H", "O", "C", "H", "O", "H", "C", "H", "H", "H", "H", "H", "H", "H", "C", "O", "H", "C", "H", "H", "H", "C", "H", "H", "H", "H", "C", "C", "H", "O", "H", "H", "H", "O", "H", "C", "O", "H", "H", "H", "C", "C", "C", "H", "H", "C", "C", "C", "O", "H", "O", "H", "H", "C", "H", "C", "O", "H", "C", "O", "H", "C", "C", "H", "H", "C", "O", "H", "H", "H", "H", "O", "C"], "positions_angstrom": [[16.275, 9.845, 12.983], [7.402, 11.649, 13.272], [7.441, 11.498, 6.182], [12.231, 10.493, 12.567], [11.191, 12.667, 14.497], [12.500, 15.009, 6.318], [8.632, 6.654, 8.426], [12.064, 8.410, 8.613], [9.071, 5.950, 7.946], [9.745, 11.276, 9.494], [12.075, 7.796, 9.512], [12.540, 13.907, 6.422], [11.818, 11.740, 8.818], [8.147, 10.833, 11.993], [12.112, 7.625, 12.545], [11.081, 8.258, 8.122], [8.673, 7.530, 10.280], [16.475, 7.620, 11.337], [13.681, 8.447, 14.679], [13.343, 13.766, 12.508], [10.314, 13.610, 5.395], [12.909, 11.262, 7.589], [16.007, 9.095, 9.778], [12.056, 8.801, 14.238], [9.029, 13.359, 12.885], [12.198, 14.016, 8.574], [8.789, 11.222, 8.775], [13.313, 13.518, 5.810], [12.586, 7.283, 15.157], [6.084, 12.144, 7.095], [8.263, 9.616, 14.443], [15.713, 9.461, 12.123], [16.580, 8.705, 11.168], [15.166, 8.480, 9.516], [11.099, 12.097, 6.874], [6.790, 9.391, 7.187], [14.812, 8.970, 12.530], [12.139, 10.957, 10.788], [13.078, 8.115, 7.670], [9.408, 9.456, 13.139], [15.417, 10.435, 10.058], [15.009, 11.263, 9.287], [10.046, 12.236, 12.012], [9.548, 5.994, 10.205], [13.093, 7.185, 7.506], [9.398, 12.333, 12.885], [12.207, 12.037, 7.854], [10.257, 12.022, 14.076], [17.663, 8.927, 11.190], [12.119, 9.470, 8.905], [12.767, 13.408, 7.863], [7.028, 11.595, 7.184], [8.339, 11.272, 12.965], [15.234, 10.605, 11.376], [7.789, 5.998, 10.283], [10.733, 9.619, 11.446], [14.038, 14.056, 13.298], [7.691, 12.991, 8.676], [12.034, 10.170, 11.525], [12.348, 14.116, 12.743], [11.182, 13.278, 6.142], [13.839, 14.212, 11.204], [13.365, 12.659, 12.551], [8.084, 12.261, 8.001], [8.207, 10.038, 8.464], [12.758, 9.419, 11.199], [12.764, 7.993, 14.364], [6.957, 10.252, 7.899], [16.721, 9.112, 8.991], [13.782, 13.454, 10.589], [8.924, 10.175, 13.789], [12.855, 7.304, 13.106], [6.224, 10.178, 8.682], [8.872, 12.858, 7.435], [13.810, 13.478, 8.102], [10.307, 9.948, 10.650], [9.867, 10.852, 14.617], [8.670, 6.499, 9.860]], "mulliken_charge": [0.3741, 0.4065, 0.2808, 0.3365, -0.6055, 0.3659, -0.4955, 0.0747, 0.2763, -0.7104, 0.2965, -0.6836, -0.8570, -0.1067, 0.3418, 0.3307, -0.0239, 0.3424, 0.2358, -0.2332, -0.5867, 0.2137, -0.2336, -0.0386, 0.5573, 0.4134, 0.3880, 0.3124, 0.3246, 0.3287, 0.4170, 0.1223, -0.6196, 0.0050, -0.3467, 0.2786, -0.1565, -0.1050, -0.5393, -0.1303, 0.4952, -0.5929, -0.5772, 0.3065, 0.2755, 0.4781, 1.1933, 0.3278, 0.2565, -0.3974, -0.7962, -0.6802, -0.2116, -0.3078, 0.3418, 0.2114, 0.3509, 0.3200, -0.4107, 0.2608, 0.4410, -0.5807, -0.1317, 0.1017, -0.2509, -0.0018, -0.3355, -0.4890, 0.4617, 0.2852, -0.0789, -0.5756, 0.3024, -0.1339, 0.3344, 0.0389, -0.3975, -0.3848]}